Entry 1:
Formula: C49H46BGeMoN6O4S
Source: the Open Molecules 2025 dataset
Level of theory: wB97M-V/def2-TZVPD

Last column: Löwdin charge in e.
CARTESIAN COORDINATES (ANGSTROEM)
Mo 0.4587 0.7735 1.8977  1.387
Ge 0.2521 -3.0921 -0.7469  1.101
S 2.2169 0.5302 -0.0050  0.715
O -0.4374 2.5723 -0.6442  0.121
O -0.5234 1.9839 3.2853  -0.166
O -2.2526 2.3124 4.6305  0.019
O 0.3273 3.8425 1.0619  0.149
N 2.0174 2.0262 2.3554  -0.174
N -1.2165 -0.5453 2.7781  0.010
N 2.8098 2.6683 1.4773  0.004
N 3.8002 2.5840 -0.5973  0.064
N -0.7079 0.2421 0.5076  -0.131
N 1.2636 0.1437 3.7030  -0.048
C 2.4078 -5.0291 -0.3307  -0.125
C -3.4550 -1.6120 4.1289  -0.059
C 2.2666 -3.1991 -4.4654  -0.095
C -2.0098 6.1234 -4.3019  -0.048
C 1.1099 -1.0309 4.3260  -0.109
C -1.4616 -1.8934 2.7146  -0.176
C 1.6975 -0.1333 6.4594  -0.072
C -0.5473 4.3622 -2.3303  0.052
C -0.1539 7.7583 -4.0553  -0.074
C -1.4334 -0.2655 -0.2806  -0.139
C 1.2473 -2.4977 -2.3893  -0.266
C -0.5237 6.2763 -3.9438  -0.561
C 0.3387 5.4968 -4.9483  -0.051
C -1.6046 1.6072 3.8573  -0.596
C 2.1856 2.2658 3.6559  -0.263
C 0.4463 5.9637 -0.2322  0.019
C 3.0544 -6.2491 -0.2795  -0.094
C -1.6365 -3.2571 -1.3909  -0.262
C -1.8459 -4.7128 2.9234  -0.116
C 1.9077 1.0737 5.8515  -0.009
C -3.9979 -3.5833 -1.0181  -0.083
C 2.3436 -7.4165 -0.5020  -0.105
C -3.2010 -3.1726 -3.2331  -0.103
C 0.1739 4.6293 -0.0226  -0.197
C 1.7276 -3.4987 -3.2280  -0.116
C 0.3476 -6.1197 -0.8159  -0.111
C -2.7100 -0.0593 -0.9608  -0.022
C 2.3357 -1.8838 -4.8912  -0.103
C -2.0140 0.2077 3.5802  -0.208
C 2.9435 2.0691 0.3447  -0.839
C 1.3314 -1.1822 -2.8204  -0.139
C -2.7498 -3.8506 3.5084  -0.068
C 0.5250 -2.4150 1.1561  -0.233
C -3.1475 -0.2811 4.2201  -0.028
C -0.3062 3.8430 -1.0793  -0.188
C 1.0464 -4.9382 -0.6078  -0.305
C -0.6128 -2.8056 2.0327  -0.285
C -1.9072 -3.0970 -2.7473  -0.115
C 1.8756 -0.8780 -4.0582  -0.090
C -0.2775 5.7118 -2.5517  -0.193
C 0.9871 -7.3471 -0.7660  -0.098
C 1.7440 1.1985 4.4529  -0.216
C 2.9028 3.4670 4.1942  -0.018
C -4.2545 -3.4091 -2.3669  -0.104
C -2.5661 -2.4645 3.4309  -0.167
C -2.7035 -3.5070 -0.5356  -0.095
C 0.2198 6.4771 -1.5041  -0.043
C -0.8037 -4.1823 2.1911  -0.105
C 1.3082 -1.2277 5.6658  -0.053
B -0.0093 2.5379 0.6964  -0.549
H -4.3172 -2.0333 4.6256  0.094
H -2.8937 -0.8157 -1.7182  0.050
H 0.9747 -0.3905 -2.1776  0.037
H 0.0370 4.4549 -5.0042  0.074
H 4.1169 -6.2907 -0.0806  0.098
H 1.8483 -0.2557 7.5223  0.100
H 2.2414 4.0049 4.8718  0.086
H -1.9523 -5.7840 3.0240  0.093
H -2.6243 6.7008 -3.6137  0.089
H 0.6865 -1.3241 1.1842  -0.047
H 2.7383 -1.6498 -5.8685  0.095
H -5.2669 -3.4658 -2.7409  0.096
H -2.1942 6.4832 -5.3131  0.079
H -3.7309 0.4167 4.8012  0.110
H -3.3909 -3.0409 -4.2895  0.098
H 1.6694 -4.5311 -2.9097  0.090
H -2.3239 5.0845 -4.2489  0.074
H -0.9178 3.7297 -3.1191  0.118
H 1.1765 -2.2140 6.0815  0.100
H 1.9335 0.1514 -4.3837  0.098
H 2.9751 -4.1218 -0.1632  0.106
H 3.8041 3.1774 4.7366  0.080
H -0.7158 -6.0790 -1.0140  0.100
H 3.6647 2.2431 -1.5345  0.069
H 0.4258 -8.2574 -0.9299  0.096
H -2.5223 -3.6324 0.5196  0.078
H 0.2507 5.9280 -5.9439  0.078
H -2.7047 0.9340 -1.4127  0.086
H 2.8474 -8.3733 -0.4729  0.094
H 1.4508 -2.8970 1.4802  0.077
H 0.8086 -1.8606 3.7035  0.096
H 0.9107 7.9017 -3.8824  0.084
H -3.4953 -0.0986 -0.2040  0.101
H 3.9707 3.5728 -0.5084  0.088
H 1.3841 5.5357 -4.6477  0.089
H 2.2295 1.9286 6.4272  0.108
H -4.8107 -3.7738 -0.3329  0.103
H 3.1677 4.1194 3.3678  0.065
H -0.7187 8.3575 -3.3447  0.081
H -3.5944 -4.2235 4.0727  0.098
H -1.0934 -2.8987 -3.4323  0.092
H 0.8315 6.5903 0.5549  0.115
H 2.6247 -3.9983 -5.1003  0.097
H -0.1074 -4.8517 1.7040  0.093
H -0.3869 8.1181 -5.0565  0.079
H 0.4448 7.5172 -1.6646  0.092

Properties
Spin multiplicity ... 3
<S²> ... 2.069
Net charge ... -1
Orbital gap (alpha / beta) ... 4.34 / 5.67 eV
E ... -138577.488 eV
E_LUMO (alpha / beta) ... 0.0777 / 0.0691 Ha

***

Entry 2:
Formula: C2H5NO3
Source: the Open Molecules 2025 dataset
Level of theory: wB97M-V/def2-TZVPD

Last column: Löwdin charge in e.
CARTESIAN COORDINATES (ANGSTROEM)
O 1.3598 0.8234 -1.3350  -0.092
O -0.2290 -0.6088 0.1656  -0.192
O 1.9012 -0.8541 0.9718  0.119
N 0.6837 -0.1013 -1.7927  0.053
C 0.9547 -0.1486 0.8793  -0.306
C -1.4194 0.1433 0.3134  -0.092
H -1.5110 0.5257 1.3348  0.086
H -1.4098 0.9896 -0.3834  0.088
H 1.1921 -1.0158 -1.7159  0.088
H -2.2602 -0.5142 0.0877  0.095
H 0.7380 0.7607 1.4744  0.153

Properties
SMILES string ... COC=O.N=O
Orbital gap ... 9.08 eV
Energy relative to the best compared isomer or geometry (same formula, charge and spin) ... 103.8 kcal per mole
E ... -9783.688 eV
E_LUMO ... -0.0136 Ha

***

Entry 3:
Formula: C4H9NO3
Source: the Open Molecules 2025 dataset
Level of theory: wB97M-V/def2-TZVPD

Last column: Löwdin charge in e.
CARTESIAN COORDINATES (ANGSTROEM)
O -0.0018 -2.2999 0.4714  -0.008
O 0.5001 -1.1300 -2.8689  0.321
O -0.4842 2.7830 1.0217  0.125
N 0.8834 1.2073 1.8059  0.178
C 0.6459 -0.6282 -1.7543  -0.011
C -0.1910 1.6277 1.0463  -0.507
C -0.3612 0.4658 -1.2740  -0.072
C -0.8145 0.4740 0.1702  -0.105
H -0.6761 -0.5421 0.5370  0.072
H 1.4299 0.4034 1.6462  0.082
H -1.2744 0.1339 -2.0261  0.203
H -0.0281 1.5068 -1.3255  0.151
H 1.4312 1.7555 2.4088  0.101
H -0.1976 -2.6782 1.2954  0.058
H -0.2558 -2.7297 -0.3373  0.063
H 1.3088 -1.1164 -1.0242  0.181
H -1.9144 0.7673 0.2075  0.167

Properties
Spin multiplicity ... 2
<S²> ... 0.759
Net charge ... +1
Orbital gap (alpha / beta) ... 7.68 / 3.81 eV
Energy relative to the best compared isomer or geometry (same formula, charge and spin) ... 59.7 kcal per mole
E ... -11915.280 eV
E_LUMO (alpha / beta) ... -0.2298 / -0.3634 Ha

***

Entry 4:
Formula: C3H3N3O2
Source: the Open Molecules 2025 dataset
Level of theory: wB97M-V/def2-TZVPD

Last column: Löwdin charge in e.
CARTESIAN COORDINATES (ANGSTROEM)
O 2.4345 -0.1804 -0.1033  0.107
O 0.3999 -0.9315 0.6131  -0.026
N -0.5795 -1.4234 -0.4190  0.160
N -1.4505 0.4782 0.3173  -0.074
N -0.7279 1.5096 0.0059  0.039
C 1.2211 -0.0726 0.0475  -0.476
C 0.4874 1.2836 -0.2445  -0.021
C -1.5865 -0.6703 -0.2763  -0.257
H -2.5676 -1.1822 -0.6890  0.177
H -2.5250 0.6325 0.7255  0.229
H 0.9898 2.2486 -0.6048  0.142

Properties
SMILES string ... O=C1C=NNC=NO1
Orbital gap ... 9.60 eV
Energy relative to the best compared isomer or geometry (same formula, charge and spin) ... 142.3 kcal per mole
E ... -11719.786 eV
E_LUMO ... -0.0029 Ha